A cluster of 2 separate species, C3H10S in total, computed with ωB97M-V with the def2-TZVPD basis set.

Calculated values
electronic energy = -518.45875 hartree
relative energy (zero: lowest compared OMol25 entry of this formula, charge and spin) = 34.27 kJ/mol
structure (SMILES) = CC.CS
maximum force = 1.0 eV Å⁻¹
HOMO energy = -0.3322 Ha
E_LUMO = 0.994 eV

Each line ends with the Löwdin charge.
Cartesian coordinates (Å):
C1 -1.2100 -0.2615 1.7108  -0.50
S1 0.1454 -0.7540 2.7989  0.63
H1 0.4871 -1.9113 2.2429  -0.18
H2 -0.9709 0.7165 1.3112  0.00
H3 -2.0999 -0.2166 2.3136  0.01
H4 -1.4443 -0.8949 0.8638  0.03
C2 0.0443 0.8391 -1.5019  -0.18
C3 1.2949 -0.0139 -1.2882  -0.15
H5 -0.1475 1.5919 -0.7399  0.05
H6 0.0128 1.3502 -2.4595  0.06
H7 -0.8837 0.2564 -1.5074  0.06
H8 1.6855 -0.3546 -2.2442  0.06
H9 1.0364 -0.9107 -0.7296  0.05
H10 2.0499 0.5634 -0.7704  0.06

Atomic forces in eV per Å
-0.11 0.23 -0.10
0.22 -0.03 0.10
-0.02 -0.20 -0.18
-0.10 0.17 0.02
-0.39 0.21 0.17
0.41 -0.40 0.02
-0.94 -0.05 -0.18
-0.65 0.12 -0.23
0.39 0.07 0.16
0.35 0.19 -0.13
0.21 -0.27 0.00
0.14 0.04 -0.04
0.22 0.04 0.29
0.28 -0.13 0.11


The ion C5H8N with charge +1 in a non-equilibrium geometry, computed with ωB97M-V with the def2-TZVPD basis set.

Calculated values
electronic energy = -249.58591 hartree
relative energy (zero: lowest compared OMol25 entry of this formula, charge and spin) = 628.11 kJ/mol
maximum force = 3.1 eV Å⁻¹
HOMO energy = -0.4950 Ha
E_LUMO = -5.266 eV
charge = +1

Each line ends with the Löwdin charge.
Cartesian coordinates (Å):
C1 0.3218 1.5839 0.0881  0.23
C2 -0.4888 0.4200 0.1136  -0.34
C3 -1.8380 -0.0855 0.6722  0.00
C4 -1.6636 -0.0540 -0.8404  0.02
C5 0.9949 0.2608 0.5012  -0.23
N1 2.1539 -0.3474 -0.3277  0.21
H1 -1.8006 -1.0498 1.1284  0.11
H2 -2.5466 0.5641 1.1660  0.12
H3 -1.6512 -0.9627 -1.3290  0.08
H4 -1.9330 0.7624 -1.5156  0.13
H5 1.3971 0.1080 1.4945  0.14
H6 2.6804 0.5558 -0.5028  0.19
H7 1.8104 -0.8951 -1.1273  0.17
H8 2.5633 -0.8606 0.4787  0.17

Atomic forces in eV per Å
-0.22 -0.50 -0.54
1.90 -0.61 1.00
-0.24 0.59 -2.06
0.18 2.17 2.14
-1.87 -0.53 -0.48
-0.83 2.20 1.61
0.23 -0.56 0.01
0.46 0.60 -0.05
0.76 -1.94 -0.76
-0.43 -0.03 0.76
-1.15 0.39 0.55
-0.02 -1.72 -0.66
0.73 0.25 0.23
0.49 -0.30 -1.75


A cluster of 9 separate species, C4H25NO11 in total in a non-equilibrium geometry, computed with ωB97M-V with the def2-TZVPD basis set.

Calculated values
electronic energy = -1049.81414 hartree
relative energy (zero: lowest compared OMol25 entry of this formula, charge and spin) = 182.35 kJ/mol
structure (SMILES) = O=C(O)NCCCO.O.O.O.O.O.O.O.O
maximum force = 1.8 eV Å⁻¹
HOMO energy = -0.3742 Ha
E_LUMO = 0.067 eV

Each line ends with the Löwdin charge.
Cartesian coordinates (Å):
C1 0.4016 0.4157 -1.1199  -0.16
C2 -0.5318 -0.3583 -0.2118  -0.14
C3 -1.6764 0.5276 0.2940  -0.19
O1 -2.8942 0.1223 -0.4070  -0.11
N1 1.0862 1.5660 -0.5001  0.12
C4 2.4100 1.7919 -0.6963  -0.59
O2 2.9578 1.0224 -1.6661  0.08
O3 3.0789 2.5864 -0.0675  0.07
H1 -0.1532 0.7950 -1.9842  0.11
H2 1.1820 -0.1880 -1.5513  0.10
H3 -1.0034 -1.2045 -0.6910  0.12
H4 0.0512 -0.7076 0.6403  0.07
H5 -1.9356 0.3916 1.3395  0.11
H6 -1.5520 1.5839 0.0913  0.10
H7 -3.2003 -0.6645 0.0664  0.06
H8 0.7615 1.9013 0.3895  0.13
H9 3.1560 1.3503 -2.5449  0.13
H10 2.2340 2.8736 1.7891  0.01
H11 2.7371 2.2730 3.0803  0.05
O4 1.9193 2.4966 2.6249  -0.06
H12 3.8795 -2.5375 -0.6640  0.04
H13 3.1815 -1.3822 -1.3889  0.00
O5 3.0625 -2.2910 -1.1032  -0.05
H14 1.9815 -0.3134 3.1347  0.06
H15 1.8124 0.2710 1.7896  0.00
O6 1.4664 -0.4182 2.3291  -0.04
H16 -1.3182 2.6246 -2.6956  0.01
H17 -0.9210 4.0055 -2.2978  0.05
O7 -1.0717 3.1340 -1.9153  -0.05
H18 0.2184 -3.6005 -0.4204  0.03
H19 0.1601 -3.6240 1.1021  0.02
O8 -0.1931 -4.0580 0.3204  -0.04
H20 -2.5000 -2.9217 0.4580  0.02
H21 -3.3276 -2.6601 1.7077  0.03
O9 -3.4025 -2.7411 0.7549  -0.05
H22 -2.8252 0.4408 -2.1549  0.01
H23 -3.3016 1.7349 -2.9438  0.03
O10 -2.8312 0.9078 -3.0174  -0.07
H24 -1.7167 -1.4484 3.0563  0.05
H25 -0.2397 -1.6792 2.5287  0.01
O11 -1.1423 -2.0179 2.5446  -0.05

Atomic forces in eV per Å
-0.30 0.41 -1.20
0.60 1.19 1.24
-1.36 -0.92 -0.56
0.35 0.41 0.40
0.71 -1.16 0.27
-0.38 0.87 -0.07
0.30 -1.36 -0.26
-0.15 0.04 0.20
-0.13 -0.01 0.14
0.02 -0.52 0.12
0.23 -0.20 -0.35
-0.11 -0.21 -0.14
0.59 0.07 0.31
0.14 0.18 -0.10
-0.22 -0.25 -0.28
-0.33 0.28 0.07
-0.06 0.74 0.22
0.17 0.08 -0.14
0.00 0.12 0.10
0.06 -0.08 -0.12
0.08 0.02 0.03
0.12 0.23 0.00
-0.26 -0.15 -0.01
-0.14 -0.14 0.18
0.21 1.07 -0.83
-0.16 -1.16 0.89
-0.19 -0.53 0.10
0.09 0.15 0.31
0.00 0.40 -0.42
0.15 -0.04 0.01
-0.05 0.02 0.06
-0.18 0.08 -0.15
0.06 -0.23 0.22
0.16 -0.15 0.08
-0.10 0.40 -0.38
-0.40 0.60 -0.07
-0.37 0.02 0.48
0.72 -0.46 -0.53
0.42 0.36 0.23
-0.13 0.59 0.30
-0.15 -0.76 -0.30


The molecule C4H7NO, computed with ωB97M-V with the def2-TZVPD basis set.

Calculated values
electronic energy = -286.43612 hartree
relative energy (zero: lowest compared OMol25 entry of this formula, charge and spin) = 513.36 kJ/mol
maximum force = 0.5 eV Å⁻¹
HOMO energy = -0.2504 Ha
E_LUMO = 0.675 eV

Each line ends with the Löwdin charge.
Cartesian coordinates (Å):
O1 1.5552 0.6365 -1.2569  -0.04
C1 0.2352 0.1454 -1.1697  -0.40
C2 -0.0743 -1.2593 -0.6387  -0.10
N1 -0.8491 -0.6330 0.5141  -0.07
C3 -0.1452 0.3740 1.3340  -0.03
C4 -0.6222 0.7247 -0.0281  -0.14
H1 2.0595 0.2003 -0.5584  0.08
H2 -0.2076 0.3678 -2.1481  0.12
H3 0.7811 -1.8095 -0.2214  0.03
H4 -1.7585 -1.0079 0.7550  0.16
H5 0.8973 0.1371 1.5288  0.12
H6 -0.6971 0.8122 2.1642  0.12
H7 -1.4468 1.4302 -0.1164  0.14

Atomic forces in eV per Å
0.16 -0.11 0.23
-0.29 0.15 -0.21
0.28 -0.03 0.06
-0.35 -0.29 0.15
0.18 -0.02 0.06
-0.14 0.22 -0.11
0.04 0.03 -0.13
0.10 -0.02 0.15
-0.01 0.10 -0.10
0.08 0.28 0.23
-0.16 0.03 -0.10
-0.01 -0.18 -0.18
0.11 -0.16 -0.03


A structure of composition C36H36FFeN8O5S in a non-equilibrium geometry, computed with ωB97M-V with the def2-TZVPD basis set.

Calculated values
electronic energy = -3969.35775 hartree
relative energy (zero: lowest compared OMol25 entry of this formula, charge and spin) = 30.30 kJ/mol
maximum force = 1.1 eV Å⁻¹
HOMO energy = -0.3275 Ha
E_LUMO = -3.523 eV
charge = +1

Each line ends with the Löwdin charge.
Cartesian coordinates (Å):
Fe1 -1.4214 0.1948 1.3344  0.32
O1 -5.1736 1.8881 6.6878  -0.03
C1 -4.9466 2.6725 5.7532  -0.69
O2 -5.2138 3.8681 5.5610  -0.02
C2 -4.0083 2.0638 4.6570  -0.07
C3 -3.6729 2.8033 3.5321  0.08
C4 -2.9452 2.1889 2.5266  -0.17
N1 -2.5883 0.9147 2.6370  0.05
C5 -2.7972 0.2219 3.7523  -0.18
C6 -3.5297 0.7673 4.7922  0.06
C7 -2.1942 -1.1311 3.7000  -0.18
C8 -2.3135 -2.0676 4.7143  0.01
C9 -1.7555 -3.3227 4.5369  -0.04
C10 -1.1082 -3.6162 3.3462  -0.04
C11 -1.0287 -2.6291 2.3781  -0.09
N2 -1.5495 -1.4187 2.5507  0.04
C12 -2.5083 2.7895 1.2427  -0.17
C13 -2.8365 4.0751 0.8463  0.01
C14 -2.4632 4.5060 -0.4155  -0.04
C15 -1.7897 3.6340 -1.2561  -0.04
C16 -1.4891 2.3671 -0.7878  -0.10
N3 -1.8210 1.9568 0.4314  0.05
H1 -4.0228 3.8282 3.4914  0.12
H2 -3.7760 0.2395 5.7062  0.12
H3 -2.8325 -1.8108 5.6281  0.12
H4 -1.8288 -4.0665 5.3198  0.12
H5 -0.6643 -4.5864 3.1707  0.11
H6 -0.5460 -2.7988 1.4227  0.12
H7 -3.3856 4.7216 1.5173  0.12
H8 -2.7087 5.5073 -0.7444  0.12
H9 -1.5017 3.9267 -2.2564  0.11
H10 -0.9707 1.6392 -1.4009  0.11
C17 6.1209 -0.7189 0.1081  -0.06
C18 5.3494 0.5661 -0.1515  -0.18
N4 3.8982 0.3510 -0.1994  -0.03
C19 3.1754 0.5614 0.9255  0.04
C20 1.8385 0.3657 1.0580  0.00
C21 1.2578 0.7143 2.4259  -0.58
O3 2.0615 0.7914 3.3454  0.05
O4 0.0059 0.9312 2.4801  -0.03
C22 1.1069 -0.1545 -0.0479  -0.27
O5 -0.1024 -0.4523 -0.0485  -0.07
C23 1.8862 -0.3793 -1.2773  -0.04
C24 1.2384 -0.8450 -2.4219  0.09
C25 1.9390 -1.0497 -3.5766  -0.19
F1 1.2677 -1.4487 -4.6808  0.07
C26 3.3227 -0.8488 -3.6475  -0.14
C27 3.9686 -0.3978 -2.5112  0.05
C28 3.2667 -0.1306 -1.3281  -0.12
N5 4.0926 -1.1076 -4.8125  -0.10
C29 4.9166 -0.0419 -5.3618  -0.12
C30 6.2650 -0.6537 -5.7719  -0.07
N6 6.0263 -2.1170 -6.0504  0.05
C31 4.7470 -2.3070 -6.8147  -0.07
C32 3.5777 -1.9740 -5.8686  -0.13
H11 7.1914 -0.5151 0.1399  0.08
H12 5.9316 -1.4646 -0.6665  0.07
H13 5.8276 -1.1483 1.0662  0.09
H14 5.6639 1.0465 -1.0780  0.11
H15 5.5355 1.2848 0.6427  0.13
H16 3.7202 0.9096 1.7958  0.15
H17 0.1713 -1.0282 -2.3856  0.15
H18 5.0440 -0.2880 -2.5421  0.11
H19 5.0748 0.7397 -4.6251  0.13
H20 4.4324 0.4250 -6.2279  0.14
H21 7.0066 -0.5979 -4.9784  0.13
H22 6.6701 -0.2050 -6.6762  0.14
H23 5.9194 -2.5858 -5.1488  0.18
H24 6.8212 -2.5311 -6.5354  0.19
H25 4.7007 -3.3293 -7.1796  0.14
H26 4.7956 -1.6339 -7.6681  0.14
H27 3.1832 -2.8834 -5.4197  0.14
H28 2.7796 -1.5202 -6.4598  0.13
C33 -5.4536 1.2956 0.2830  -0.03
N7 -5.2546 0.2017 1.2074  -0.14
C34 -6.2106 -0.0491 2.2895  -0.07
C35 -5.6435 -1.3076 2.9578  -0.10
N8 -4.6783 -1.7642 1.9539  0.05
C36 -4.4034 -0.8113 1.0453  -0.74
S1 -3.1391 -0.9126 -0.0933  0.74
H29 -5.5860 2.2229 0.8414  0.10
H30 -6.3405 1.1222 -0.3318  0.10
H31 -4.5830 1.3726 -0.3632  0.06
H32 -7.2071 -0.2153 1.8735  0.13
H33 -6.2523 0.8029 2.9679  0.13
H34 -6.4067 -2.0585 3.1447  0.12
H35 -5.1452 -1.0688 3.8979  0.10
H36 -4.0003 -2.4864 2.1247  0.12

Atomic forces in eV per Å
-0.37 -0.53 -0.58
-0.36 -0.03 -0.20
0.97 0.24 0.36
-0.34 -0.20 -0.12
-0.39 -0.03 0.05
-0.03 0.05 -0.15
-0.09 0.23 -0.01
0.41 -0.03 0.07
0.03 -0.07 0.15
0.03 -0.05 -0.03
-0.08 -0.04 -0.08
-0.05 0.01 0.08
0.00 -0.04 0.01
0.00 -0.01 -0.01
0.01 -0.02 -0.01
0.34 0.33 0.23
-0.15 -0.13 -0.12
-0.03 0.10 0.02
-0.02 0.01 0.01
0.00 0.01 -0.02
0.06 -0.01 0.01
0.18 0.14 0.41
0.02 -0.03 0.01
0.02 0.03 -0.01
0.03 -0.01 -0.01
0.00 0.02 -0.01
-0.02 0.02 0.00
0.01 0.01 0.04
0.02 0.00 -0.02
0.00 -0.01 0.01
0.00 -0.01 0.02
0.01 0.03 0.01
-0.03 -0.01 -0.01
-0.02 -0.04 -0.02
0.08 0.03 0.06
0.18 0.00 -0.07
-0.09 0.00 -0.03
-0.07 -0.06 0.01
-0.02 0.11 0.04
0.00 -0.09 -0.07
0.24 -0.03 -0.05
-0.20 0.08 -0.05
0.02 -0.01 0.07
-0.01 -0.03 0.00
-0.12 0.01 0.02
0.01 0.01 0.00
0.04 -0.02 -0.03
0.05 -0.02 0.02
-0.06 0.00 0.02
-0.01 -0.04 -0.05
-0.05 -0.01 -0.04
-0.05 0.00 0.00
-0.03 0.03 -0.02
-0.02 0.04 0.05
0.10 0.01 0.04
-0.01 0.00 0.00
0.01 0.01 0.02
0.01 0.00 -0.01
-0.02 0.02 -0.01
-0.02 0.01 0.03
-0.03 0.00 -0.01
0.02 0.01 -0.01
-0.02 0.01 0.00
0.01 -0.01 0.02
-0.01 0.01 0.00
0.02 -0.01 0.02
0.01 -0.02 -0.01
0.01 -0.02 0.01
0.00 0.01 -0.02
0.02 -0.02 0.01
0.02 0.00 -0.01
0.00 -0.01 0.01
-0.01 0.02 -0.02
0.02 -0.01 0.05
-0.03 0.03 -0.10
0.03 0.00 -0.06
0.00 -0.08 -0.04
0.01 0.10 0.03
-0.19 0.05 0.11
0.06 0.07 0.05
0.01 -0.01 0.00
-0.01 0.00 0.02
0.01 0.00 0.00
0.00 0.00 -0.02
0.01 0.01 0.01
-0.01 -0.03 -0.02
-0.02 -0.02 -0.01
-0.01 -0.06 -0.01


The molecule C4H4N2O, computed with ωB97M-V with the def2-TZVPD basis set.

Calculated values
electronic energy = -339.44522 hartree
relative energy (zero: lowest compared OMol25 entry of this formula, charge and spin) = 358.25 kJ/mol
maximum force = 0.8 eV Å⁻¹
HOMO energy = -0.3457 Ha
E_LUMO = -1.573 eV

Each line ends with the Löwdin charge.
Cartesian coordinates (Å):
O1 -0.5091 0.0737 2.5350  0.05
C1 -0.2202 0.0005 1.3570  -0.51
C2 -0.9467 -0.7503 0.3514  0.04
C3 -0.6721 -0.5789 -0.9798  -0.14
N1 0.2967 0.2222 -1.4772  0.07
C4 0.9890 0.8946 -0.5336  -0.31
N2 0.8558 0.7853 0.8475  0.18
H1 -1.7973 -1.3425 0.6856  0.12
H2 -1.3126 -1.0349 -1.7265  0.11
H3 1.6850 0.0113 -0.1943  0.25
H4 1.6314 1.7190 -0.8651  0.14

Atomic forces in eV per Å
0.18 -0.12 -0.26
-0.08 0.15 0.04
-0.03 0.29 -0.01
-0.22 0.19 -0.09
-0.47 0.38 0.18
-0.15 -0.10 -0.34
0.07 -0.17 -0.20
0.30 0.01 -0.13
0.19 -0.25 0.00
0.34 -0.07 0.77
-0.12 -0.32 0.04


Q: Which of these has the lowest HOMO energy?
A: C5H8N


Q: Look up the maximum force of the second one.
A: 3.1 eV Å⁻¹